# 1
The following is a DFT calculation (ωB97M-V/def2-TZVPD) of C4H5N3 in the gas phase.

## Properties
- frontier orbital gap (eV) = 7.994
- ΔE to the lowest compared entry with this formula, charge and spin (kcal per mole) = 106.79
- LUMO (eV) = 0.0
- highest occupied orbital energy (eV) = -8.0
- energy (eV) = -8695.18171

Each atom is followed by the atoms it is bonded to, with distances in Å.
CARTESIAN COORDINATES (ANGSTROEM)
1 C 0.991 -0.937 -0.168  N2 1.510, H8 1.090, H9 1.090, H10 1.094
2 N -0.339 -0.253 0.041  C1 1.510, C3 1.510, C6 1.403, H11 1.027
3 C -0.313 1.222 0.359  N2 1.510, C4 1.399, H12 1.083
4 C -0.488 1.977 -0.806  C3 1.399, N5 1.171
5 N -0.711 2.567 -1.792  C4 1.171
6 C -1.079 -0.913 1.034  N2 1.403, N7 1.156
7 N -1.663 -1.473 1.859  C6 1.156
8 H 1.563 -0.816 0.752  C1 1.090
9 H 1.481 -0.418 -0.991  C1 1.090
10 H 0.838 -1.997 -0.389  C1 1.094
11 H -0.874 -0.327 -0.832  N2 1.027
12 H 0.482 1.443 1.060  C3 1.083

Mulliken analysis output, partial charges in e: number 1, C, carries -0.87; number 2, N, carries -0.05; number 3, C, carries -0.81; number 4, C, carries 0.49; number 5, N, carries -0.49; number 6, C, carries 0.43; number 7, N, carries -0.39; number 8, H, carries 0.35; number 9, H, carries 0.36; number 10, H, carries 0.34; number 11, H, carries 0.38; number 12, H, carries 0.26

***

# 2
The following is a DFT calculation (ωB97M-V/def2-TZVPD) of 2 unconnected molecules or ions with the total composition C4H5N3.

## Properties
- frontier orbital gap (eV) = 10.255
- ΔE to the lowest compared entry with this formula, charge and spin (kcal per mole) = 77.84
- SMILES = N#CC=C=N.C=N
- LUMO (eV) = 0.5
- highest occupied orbital energy (eV) = -9.8
- energy (eV) = -8696.43690

Each atom is followed by the atoms it is bonded to, with distances in Å.
CARTESIAN COORDINATES (ANGSTROEM)
1 C 1.476 -0.192 1.492  N2 1.266, H8 1.099, H10 1.091
2 N 1.335 0.595 0.511  C1 1.266, H11 1.021
3 C -1.093 0.772 -1.036  C4 1.432, C6 1.319, H12 1.088
4 C -0.381 0.351 -2.206  C3 1.432, N5 1.160
5 N 0.125 -0.023 -3.180  C4 1.160
6 C -1.744 -0.098 -0.290  C3 1.319, N7 1.221
7 N -2.239 -0.859 0.528  C6 1.221, H9 1.011
8 H 1.837 -1.228 1.428  C1 1.099
9 H -1.475 -1.091 1.149  N7 1.011
10 H 1.092 0.146 2.456  C1 1.091
11 H 1.647 0.128 -0.341  N2 1.021
12 H -0.851 1.722 -0.562  C3 1.088

Mulliken analysis output, partial charges in e: number 1, C, carries -0.39; number 2, N, carries -0.45; number 3, C, carries -0.58; number 4, C, carries 0.33; number 5, N, carries -0.41; number 6, C, carries 0.58; number 7, N, carries -0.56; number 8, H, carries 0.26; number 9, H, carries 0.30; number 10, H, carries 0.32; number 11, H, carries 0.25; number 12, H, carries 0.34